3 unconnected molecules or ions with the total composition C17H27Cl2N4O5P2, computed with wB97M-V/def2-TZVPD.

```
! wB97M-V def2-TZVPD RIJCOSX def2/J DEFGRID3
* xyz 1 1
N -2.228 -3.494 1.832
P -0.852 -3.717 2.557
O 0.257 -4.706 1.731
C 1.133 -3.981 0.904
O 2.205 -3.604 1.228
C 0.602 -3.748 -0.562
C -0.153 -2.528 -0.893
Cl -0.467 -1.240 0.285
C -0.673 -2.334 -2.223
N -0.442 -3.298 -3.179
P -1.185 -2.976 -4.776
O -2.629 -3.159 -4.564
O -0.631 -3.996 -5.933
O -0.886 -1.389 -5.113
C 0.278 -4.442 -2.932
C 0.848 -4.738 -1.630
C 1.659 -6.047 -1.384
C 3.033 -6.034 -2.190
C 4.096 -5.039 -1.577
Cl 5.678 -5.960 -1.451
H -2.214 -3.992 0.935
H -1.118 -4.398 3.787
H -0.207 -2.472 2.812
H -1.266 -1.416 -2.431
H 0.346 -4.046 -5.878
H -0.001 -1.178 -4.749
H 0.439 -5.199 -3.734
H 1.913 -6.204 -0.308
H 1.095 -6.941 -1.770
H 2.848 -5.770 -3.262
H 3.472 -7.064 -2.177
H 4.298 -4.181 -2.260
H 3.841 -4.680 -0.551
C 0.733 3.372 1.471
C -0.608 3.901 0.980
C -1.562 2.793 0.525
C -1.069 2.085 -0.657
N -0.681 1.527 -1.584
H 1.281 2.866 0.672
H 1.352 4.196 1.827
H 0.598 2.667 2.296
H -0.439 4.611 0.167
H -1.082 4.456 1.793
H -2.534 3.234 0.290
H -1.726 2.083 1.340
C -2.699 7.382 3.559
C -1.690 8.422 4.031
C -0.658 8.787 2.962
C 0.213 7.660 2.620
N 0.893 6.775 2.350
H -2.214 6.431 3.327
H -3.439 7.194 4.339
H -3.228 7.726 2.667
H -1.188 8.056 4.930
H -2.231 9.328 4.316
H -0.039 9.609 3.331
H -1.162 9.151 2.063
*
```

E_tot in Ha: -2862.05729
HOMO in Eh: -0.434
F_max in eV/Å: 4.6